Computed, not measured: an isolated molecule of C3H7NO, with the ωB97M-V functional and the def2-TZVPD basis.

```
! RIJCOSX wB97M-V def2-TZVPD def2/J DEFGRID3
* xyz 0 1
N -1.3846 -0.8110 0.0772
C -0.1539 -0.1652 0.3584
O 0.2207 -0.1787 1.7217
C 1.0323 -0.0297 -0.6027
C 0.0657 1.1090 -0.3884
H -2.1800 -0.2610 -0.2015
H -1.4912 -1.8096 0.0654
H 0.9738 -0.7708 1.7757
H 2.0430 0.1951 -0.2403
H 1.0651 -0.5511 -1.5544
H -0.6148 1.3228 -1.2044
H 0.4239 1.9502 0.1933
*
```

Properties
SMILES string: NC1(O)CC1
Maximum force (eV/Å): 0.76
Energy relative to the best compared isomer or geometry (same formula, charge and spin) (eV): 1.944
HOMO level (eV): -9.07

***

Computed, not measured: an isolated molecule of C5H5N, with the ωB97M-V functional and the def2-TZVPD basis.

```
! RIJCOSX wB97M-V def2-TZVPD def2/J DEFGRID3
* xyz 0 1
C 1.9137 -0.5306 -0.4687
C 1.0081 -0.0980 0.6542
C -0.3488 0.5212 0.4110
C -1.9263 1.1168 0.1042
C -2.7090 0.0045 -0.0686
N -3.3894 -0.9065 -0.3582
H 1.3703 -0.3117 -1.4269
H 2.1708 -1.5067 -0.0831
H 2.8864 -0.0826 -0.5739
H 1.0548 -0.3576 1.7188
H -2.0305 2.1512 0.0913
*
```

Properties
SMILES string: CC=C=CC#N
Maximum force (eV/Å): 10.21
Energy relative to the best compared isomer or geometry (same formula, charge and spin) (eV): 6.137
HOMO level (spin up / spin down) (eV): -9.07 / -9.07

***

Computed, not measured: a structure of composition C24H30CrN7, with the ωB97M-V functional and the def2-TZVPD basis.

```
! RIJCOSX wB97M-V def2-TZVPD def2/J DEFGRID3
* xyz 2 2
Cr 0.9204 0.5201 0.1266
N 0.4637 2.6132 0.1330
C 0.3708 3.0889 1.5223
C 1.5958 2.6099 2.2825
N 1.9297 1.1800 1.9900
C 3.3808 1.0164 1.7657
C 3.7443 1.5803 0.4052
N 2.8521 0.9609 -0.6073
C 1.4363 0.3088 3.0821
C -0.0699 0.1573 2.9494
N -0.3532 -0.2845 1.5683
H 1.1600 3.1596 -0.3694
H -0.4111 2.7796 -0.3578
H -0.5478 2.6756 1.9318
H 0.2932 4.1772 1.5897
H 1.4465 2.7424 3.3569
H 2.4556 3.2262 2.0193
H 3.5949 -0.0541 1.7845
H 3.9749 1.4840 2.5580
H 4.7962 1.4048 0.1759
H 3.5922 2.6593 0.3701
H 3.2373 0.0639 -0.8923
H 2.8331 1.5271 -1.4514
H 1.7075 0.7119 4.0629
H 1.9254 -0.6629 2.9915
H -0.5660 1.1094 3.1167
H -0.4668 -0.5386 3.6901
H -1.3013 -0.0681 1.2586
H -0.2550 -1.2955 1.5134
C 2.6609 -3.6195 0.0652
C 2.2025 -2.3824 0.5423
N 1.5492 -1.5075 -0.1996
C 1.2743 -1.8406 -1.4937
C 1.6741 -3.0637 -2.0561
C 2.4015 -3.9535 -1.2371
C 1.2922 -3.3660 -3.3898
C 0.5110 -2.4892 -4.0838
C 0.0931 -1.2679 -3.5098
C 0.4940 -0.9129 -2.2414
N 0.1465 0.2476 -1.5356
C -0.7260 1.1662 -2.1781
C -0.3568 1.7794 -3.3503
C -1.2071 2.6981 -3.9988
C -2.4279 2.9847 -3.4624
C -2.8324 2.3893 -2.2444
C -4.0908 2.6782 -1.6585
C -4.4262 2.0989 -0.4740
C -3.4880 1.2394 0.1376
N -2.3134 0.9388 -0.3620
C -1.9799 1.4881 -1.5690
H 3.1963 -4.2840 0.7260
H 2.3854 -2.1042 1.5745
H 2.7308 -4.8999 -1.6456
H 1.6038 -4.3034 -3.8282
H 0.1889 -2.7258 -5.0877
H -0.5599 -0.6262 -4.0812
H 0.6049 1.5485 -3.7901
H -0.8878 3.1577 -4.9224
H -3.1008 3.6739 -3.9542
H -4.7680 3.3526 -2.1664
H -5.3774 2.2850 0.0027
H -3.7406 0.7829 1.0896
*
```

Properties
Maximum force (eV/Å): 0.53
HOMO level (spin up / spin down) (eV): -13.48 / -13.50
<S²>: 0.868

***

Computed, not measured: a structure of composition C8H8O3, with the ωB97M-V functional and the def2-TZVPD basis.

```
! RIJCOSX wB97M-V def2-TZVPD def2/J DEFGRID3
* xyz 0 1
C 3.2897 -0.2898 0.0616
C 1.8468 0.3249 0.1114
C -0.3021 -0.4238 -0.0254
C -0.7847 0.8670 0.1140
C -2.2195 1.0933 0.1444
C -3.1106 -0.0035 -0.0181
C -2.5548 -1.1957 -0.0332
C -1.2467 -1.4598 -0.0866
H 3.6426 1.3621 -0.5068
H 1.9638 1.0881 -0.7432
H 1.7421 0.5560 1.0931
H -0.2578 1.6568 0.4100
H -2.7910 2.3713 0.0505
H -4.2188 0.1654 -0.3284
H -3.2369 -2.0895 -0.1209
H -0.5130 -2.4585 -0.1538
O 4.2642 0.5976 -0.2084
O 3.5196 -1.4040 0.2064
O 0.9671 -0.7580 0.0332
*
```

Properties
Maximum force (eV/Å): 6.35
Energy relative to the best compared isomer or geometry (same formula, charge and spin) (eV): 4.466
HOMO level (eV): -8.91

***

Computed, not measured: an isolated molecule of C3H4N2O, with the ωB97M-V functional and the def2-TZVPD basis.

```
! RIJCOSX wB97M-V def2-TZVPD def2/J DEFGRID3
* xyz 0 1
O -0.4384 -1.4621 -1.4031
C -0.0343 -0.5578 -0.4702
C 0.7851 -0.8156 0.6534
N 0.8614 0.2517 1.4364
N 0.1657 1.2002 0.8029
C -0.3913 0.7628 -0.3606
H -1.2021 -1.0760 -1.8514
H 1.3276 -1.7190 0.9019
H -0.1420 2.0038 1.3252
H -0.9318 1.4120 -1.0344
*
```

Properties
SMILES string: Oc1cn[nH]c1
Maximum force (eV/Å): 0.41
Energy relative to the best compared isomer or geometry (same formula, charge and spin) (eV): 1.384
HOMO level (eV): -8.73

***

Computed, not measured: an isolated molecule of C17H21N5O2S, with the ωB97M-V functional and the def2-TZVPD basis.

```
! RIJCOSX wB97M-V def2-TZVPD def2/J DEFGRID3
* xyz 0 1
C 4.1591 -5.6478 1.2603
C 4.0433 -4.2206 0.8103
C 5.0727 -3.5971 0.1301
C 4.9883 -2.2635 -0.2546
C 3.8369 -1.5592 0.0252
C 2.7629 -2.1638 0.6842
C 1.5085 -1.3917 0.9306
O 0.7670 -1.6024 1.8841
N 1.2265 -0.4260 0.0124
C 0.0116 0.3917 0.0494
C -0.0725 1.2420 1.3160
C -1.2179 -0.4556 -0.1283
C -2.1104 -0.2623 -1.0892
C -3.3156 -1.1286 -1.1901
O -3.5176 -2.0895 -0.4647
N -4.1933 -0.7796 -2.1700
C -5.4442 -1.5006 -2.3518
C -5.9400 -1.3274 -3.7777
C -6.4743 -1.0471 -1.3435
N -7.5165 -0.3506 -1.6660
N -8.2999 -0.0289 -0.5944
C -7.8207 -0.5030 0.5091
S -6.3597 -1.3820 0.3448
C 2.8672 -3.5020 1.1009
N 1.8967 -4.1256 1.8879
H 3.9544 -5.7297 2.3291
H 3.4392 -6.2925 0.7482
H 5.1548 -6.0387 1.0575
H 5.9757 -4.1595 -0.0773
H 5.8191 -1.7817 -0.7517
H 3.7762 -0.5110 -0.2403
H 1.7289 -0.4600 -0.8570
H 0.0921 1.0629 -0.8085
H -0.9192 1.9244 1.2403
H -0.2009 0.6150 2.1946
H 0.8401 1.8274 1.4316
H -1.3739 -1.2567 0.5859
H -1.9871 0.5325 -1.8197
H -4.0738 0.0932 -2.6571
H -5.2200 -2.5498 -2.1558
H -6.8665 -1.8772 -3.9271
H -6.1475 -0.2792 -3.9930
H -5.1861 -1.6991 -4.4709
H -8.3043 -0.3492 1.4619
H 1.5336 -4.9815 1.4911
H 1.1436 -3.4928 2.1300
*
```

Properties
SMILES string: Cc1cccc(C(=O)N[C@H](C)/C=C/C(=O)N[C@H](C)c2nncs2)c1N
Maximum force (eV/Å): 0.41
Energy relative to the best compared isomer or geometry (same formula, charge and spin) (eV): 1.297
HOMO level (eV): -8.32

***

Energy / Ha: -248.45505 -248.04950 -2359.90687 -535.22751 -301.43639 -1482.88112